{"formula": "H18O9", "method": "ωB97M-V/def2-TZVPD", "relative_energy_kcal_mol": 108.2, "molar_mass_g_mol": 162.13, "homo_lumo_gap_ev": 10.59, "e_homo_ev": -10.512, "lumo_ev": 0.0737, "energy_ha": -687.8534, "smiles": "O.O.O.O.O.O.O.O.O", "spin_multiplicity": 1, "species": ["O", "H", "H", "O", "H", "H", "O", "H", "H", "O", "H", "H", "O", "H", "H", "O", "H", "H", "O", "H", "H", "O", "H", "H", "O", "H", "H"], "coordinates": [[0.08226, 0.71465, -1.06212], [-0.38569, 0.00385, -0.56037], [-0.38622, 1.05391, -1.82562], [1.94187, 2.91071, 1.89017], [2.55487, 3.50289, 1.46852], [2.48979, 2.47246, 2.56023], [1.45947, -3.38648, 0.14417], [2.31205, -3.67992, -0.23223], [1.59812, -2.53360, 0.56996], [-3.68427, -0.92097, -1.45242], [-3.63781, -0.62083, -0.50175], [-3.88570, -0.10287, -1.88083], [2.56858, 2.58844, -1.66725], [2.14864, 2.70808, -0.78359], [2.32330, 1.72214, -1.82027], [-0.49258, -1.15876, 2.98610], [-0.25959, -0.51667, 3.55893], [-0.35147, -0.80536, 2.09419], [-1.91219, -1.34977, -0.29498], [-1.57740, -2.20562, -0.10825], [-2.51682, -1.33099, 0.47190], [-4.06461, 1.96114, 0.04245], [-4.05453, 1.24770, 0.64170], [-4.98485, 2.03366, -0.42153], [4.09600, -1.27858, -0.88634], [4.04524, -2.18989, -1.36504], [4.57355, -0.83930, -1.56571]], "lowdin_charge": [-0.0692, 0.0149, 0.0373, -0.0520, 0.0216, 0.0441, -0.0667, 0.0369, 0.0276, -0.0793, 0.0309, 0.0187, -0.0457, 0.0343, -0.0376, -0.0071, -0.0314, 0.0329, -0.0632, 0.0504, 0.0707, -0.0708, -0.0116, 0.1073, -0.0813, 0.0850, 0.0034]}

=====

{"formula": "H18O9", "method": "ωB97M-V/def2-TZVPD", "relative_energy_kcal_mol": 68.3, "molar_mass_g_mol": 162.14, "homo_lumo_gap_ev": 11.03, "e_homo_ev": -11.216, "lumo_ev": -0.1826, "energy_ha": -687.9170, "smiles": "O.O.O.O.O.O.O.O.O", "spin_multiplicity": 1, "species": ["O", "H", "H", "O", "H", "H", "O", "H", "H", "O", "H", "H", "O", "H", "H", "O", "H", "H", "O", "H", "H", "O", "H", "H", "O", "H", "H"], "coordinates": [[-4.61581, -1.79169, 0.96444], [-4.65729, -1.33046, 0.12673], [-3.86068, -2.37394, 0.88070], [0.78697, -1.57292, 2.86031], [0.29147, -2.20390, 2.33822], [0.26623, -1.45761, 3.65515], [3.91699, -2.37956, -1.05725], [4.57356, -1.69967, -1.20859], [4.35377, -3.19442, -1.30516], [-0.01862, 0.47073, -0.83572], [-0.90630, 0.25207, -1.11935], [0.44602, -0.36612, -0.83482], [1.24835, 2.66723, 2.42990], [0.83115, 1.95457, 1.94586], [1.04047, 2.48835, 3.34699], [-5.67784, 2.52323, -0.06142], [-5.69758, 2.81358, -0.97331], [-4.81192, 2.12980, 0.04646], [3.15101, 2.32842, -2.97328], [3.94009, 1.99752, -2.54422], [2.47457, 2.28596, -2.29738], [-3.15684, -0.65427, -2.65509], [-3.47314, -0.13787, -3.39639], [-3.07243, -1.54302, -3.00035], [4.48168, -0.22554, 2.10648], [3.53415, -0.09246, 2.13313], [4.61198, -0.88800, 1.42795]], "lowdin_charge": [-0.0496, 0.0178, 0.0242, -0.0484, 0.0269, 0.0312, -0.0509, 0.0280, 0.0326, -0.0475, 0.0111, 0.0292, -0.0511, 0.0164, 0.0279, -0.0509, 0.0267, 0.0245, -0.0529, 0.0248, 0.0241, -0.0459, 0.0359, 0.0345, -0.0490, 0.0196, 0.0109]}

=====

{"formula": "H18O9", "method": "ωB97M-V/def2-TZVPD", "relative_energy_kcal_mol": 61.1, "molar_mass_g_mol": 162.14, "homo_lumo_gap_ev": 10.07, "e_homo_ev": -10.598, "lumo_ev": -0.5240, "energy_ha": -687.9284, "smiles": "O.O.O.O.O.O.O.O.O", "spin_multiplicity": 1, "species": ["O", "H", "H", "O", "H", "H", "O", "H", "H", "O", "H", "H", "O", "H", "H", "O", "H", "H", "O", "H", "H", "O", "H", "H", "O", "H", "H"], "coordinates": [[-7.67829, 11.82580, -4.31610], [-7.48773, 11.69880, -5.23370], [-6.85510, 11.54154, -3.87088], [-9.60475, 11.39974, -1.89666], [-9.90585, 10.92202, -2.66466], [-8.91258, 11.87212, -2.22031], [-4.66573, 15.15095, -1.27264], [-4.05842, 14.64778, -1.72823], [-5.37815, 15.27920, -1.85900], [-5.73520, 13.52994, 0.56973], [-5.45692, 12.58175, 0.56795], [-5.48187, 14.01244, -0.21824], [-7.36946, 12.92112, 3.17535], [-6.43898, 12.84946, 3.45124], [-7.51505, 12.85355, 2.22942], [-6.75810, 15.47373, -2.99254], [-7.01394, 14.66152, -2.59595], [-7.30050, 16.18470, -2.57849], [-5.32825, 11.13776, -2.67795], [-4.85028, 10.70158, -1.93774], [-4.65702, 11.77708, -3.04621], [-7.30528, 13.14203, -1.61900], [-7.06235, 13.35968, -0.68667], [-6.48020, 12.57663, -1.79942], [-7.86442, 16.33946, -0.69643], [-8.45891, 15.89023, -0.03273], [-7.17661, 16.71448, -0.18703]], "lowdin_charge": [-0.0389, 0.0279, 0.0034, -0.0237, 0.0294, -0.0878, 0.0118, 0.0176, -0.0299, -0.0729, 0.0798, -0.0291, -0.0694, 0.0420, 0.0090, -0.0688, -0.0364, 0.0509, -0.0670, 0.0822, 0.0942, -0.0909, 0.0282, 0.0529, -0.0392, 0.0966, 0.0283]}

=====

{"formula": "H18O9", "method": "ωB97M-V/def2-TZVPD", "relative_energy_kcal_mol": 103.0, "molar_mass_g_mol": 162.14, "homo_lumo_gap_ev": 10.59, "e_homo_ev": -10.649, "lumo_ev": -0.0603, "energy_ha": -687.8616, "smiles": "O.O.O.O.O.O.O.O.O", "spin_multiplicity": 1, "species": ["O", "H", "H", "O", "H", "H", "O", "H", "H", "O", "H", "H", "O", "H", "H", "O", "H", "H", "O", "H", "H", "O", "H", "H", "O", "H", "H"], "coordinates": [[0.39642, -1.04394, 1.92617], [0.34693, -1.62662, 2.73598], [-0.51234, -0.91661, 1.97498], [-2.74075, 1.41632, -2.55923], [-3.02321, 2.30296, -2.42073], [-3.38234, 0.85584, -2.02248], [0.44287, 3.36872, 1.37975], [-0.03749, 4.27141, 1.38195], [0.23765, 2.89025, 2.21224], [1.40588, -2.97028, -0.06246], [0.51565, -3.53249, 0.00275], [1.55901, -2.75518, -0.93729], [2.25342, -0.82859, -1.58178], [2.55974, -1.21887, -0.66053], [1.54578, -0.32681, -1.11048], [-1.84403, 0.76284, 2.28682], [-1.67891, 1.30390, 1.38885], [-1.10297, 0.95937, 2.81556], [-0.64974, -0.79460, -4.26148], [-1.39687, -0.59154, -3.62632], [-0.21988, -1.47176, -3.87634], [3.03925, -2.59457, 2.28679], [3.03976, -3.03999, 1.32616], [3.25168, -1.69803, 1.97037], [-1.37663, 2.13735, 0.03991], [-0.77377, 2.91128, 0.28757], [-1.85510, 2.22963, -0.89673]], "lowdin_charge": [-0.0638, 0.0778, -0.0445, -0.0514, 0.0178, 0.0995, -0.0748, 0.1162, 0.0702, -0.0935, 0.1389, -0.0395, -0.1096, 0.0789, 0.0525, -0.1145, 0.0385, -0.0240, -0.0255, 0.0555, -0.0490, -0.1303, 0.0790, 0.0186, -0.1374, 0.0264, 0.0880]}